w.
The following is a DFT calculation (the ωB97M-V functional and the def2-TZVPD basis) of a 3-piece molecular cluster, C6H14O2 overall.

Atoms and positions in Å:
C 1.773 1.104 -0.741
C 1.382 2.203 -0.099
C -0.065 2.286 0.290
C -1.046 3.165 -0.461
C -0.538 1.471 1.255
C -1.852 1.594 1.930
H 1.051 0.301 -0.766
H 2.801 0.753 -0.717
H 1.952 3.039 0.284
H -0.430 3.890 -0.994
H -1.781 3.801 0.052
H -1.803 2.590 -1.015
H 0.181 0.788 1.699
H -2.219 0.661 2.338
H -2.667 2.109 1.418
H -1.833 2.246 2.831
O 0.216 -4.324 -2.501
H -0.210 -5.165 -2.654
H 0.442 -4.243 -1.565
O 1.166 -5.939 -0.132
H 1.458 -6.740 -0.599
H 2.022 -5.589 0.146

natural (NBO) population analysis, charges in e, atoms 1 to 8: -0.40, -0.19, -0.03, -0.67, -0.18, -0.66, 0.20, 0.20

x.
The following is a DFT calculation (the ωB97M-V functional and the def2-TZVPD basis) of a 3-piece molecular cluster, C6H14O2 overall.

Atoms and positions in Å:
C -3.863 -0.929 -0.876
C -3.483 -0.165 0.475
C 1.439 0.608 0.432
C 0.114 1.093 0.077
C -0.973 0.393 0.587
C -2.273 0.628 0.227
H -4.390 -1.849 -0.647
H -4.327 -0.213 -1.539
H -2.871 -1.255 -1.192
H -4.368 0.324 0.890
H -3.246 -0.919 1.229
H 2.255 1.302 0.272
H 1.461 0.396 1.505
H -0.051 1.884 -0.652
H -0.664 -0.414 1.250
H -2.345 1.459 -0.477
H 1.658 -0.415 0.027
H 3.316 -2.056 0.660
O 3.237 -1.105 0.801
H 4.680 0.673 -0.934
H 3.650 -0.405 -0.692
O 4.157 0.064 -1.429

natural (NBO) population analysis, charges in e, atoms 1 to 8: -0.58, -0.48, -0.73, 0.16, -0.34, 0.07, 0.23, 0.22

Ranked by calculated energy, most stable first: w, x.